1.
C21H44AsF6O17 | ωB97M-V/def2-TZVPD

Atoms and positions in Å:
As -0.84 -0.20 0.18
F -2.53 -0.64 0.46
F -0.41 -1.87 -0.40
F 0.86 0.35 -0.16
F -1.21 1.54 0.66
F -0.50 -0.66 1.87
F -1.25 0.21 -1.53
C -3.49 3.42 2.58
O -3.07 2.03 2.67
H -4.00 3.71 3.50
H -2.65 4.09 2.40
H -4.27 3.53 1.83
H -2.60 1.89 1.84
C -5.13 -0.25 2.46
O -4.24 -1.35 2.54
H -6.19 -0.52 2.44
H -5.00 0.28 3.41
H -4.99 0.36 1.57
H -3.59 -1.19 1.84
C -1.39 -0.74 4.89
O -2.64 -0.05 4.91
H -1.37 -1.30 3.95
H -0.58 -0.03 5.02
H -1.37 -1.39 5.76
H -2.49 0.69 4.32
C 1.45 -2.47 3.68
O 2.29 -2.76 4.80
H 0.72 -3.28 3.58
H 0.93 -1.53 3.90
H 1.96 -2.35 2.73
H 1.76 -3.12 5.52
C -1.71 -3.81 1.55
O -0.58 -4.10 0.78
H -2.03 -4.74 2.02
H -1.49 -3.05 2.29
H -2.49 -3.43 0.89
H -0.31 -3.29 0.33
C -2.17 2.17 -3.67
C -1.24 2.92 -2.67
C 0.18 2.55 -2.70
O 0.79 3.79 -2.55
C -0.05 4.75 -2.88
O 0.25 5.95 -3.01
O -1.23 4.31 -3.04
H -2.03 1.10 -3.56
H -2.01 2.38 -4.73
H -3.22 2.44 -3.52
H -1.66 2.75 -1.67
H 0.46 2.04 -3.62
H 0.35 1.83 -1.90
C 0.14 -2.07 -3.96
C 0.19 -3.55 -4.23
C -0.18 -4.40 -2.97
O -0.97 -5.40 -3.53
C -1.35 -5.12 -4.78
O -2.12 -5.79 -5.53
O -0.85 -3.93 -5.14
H 0.25 -1.46 -4.86
H 1.01 -1.79 -3.37
H -0.75 -1.82 -3.37
H 1.14 -3.98 -4.56
H -0.62 -3.75 -2.20
H 0.72 -4.77 -2.48
C 3.49 0.22 -2.22
C 4.03 -1.07 -1.59
C 3.88 -1.02 -0.08
O 3.62 -2.43 0.27
C 3.12 -3.02 -0.77
O 2.49 -4.07 -0.82
O 3.21 -2.19 -1.85
H 3.19 0.11 -3.26
H 4.20 1.03 -2.11
H 2.53 0.47 -1.78
H 5.08 -1.26 -1.83
H 3.14 -0.32 0.30
H 4.85 -0.71 0.30
C 3.80 3.69 0.11
C 2.47 3.31 0.78
C 2.45 3.40 2.33
O 1.44 4.33 2.57
C 0.83 4.67 1.44
O -0.13 5.39 1.28
O 1.57 4.32 0.42
H 4.18 4.62 0.54
H 3.77 3.89 -0.96
H 4.57 2.95 0.33
H 2.07 2.34 0.49
H 3.36 3.83 2.75
H 2.25 2.41 2.74

## Properties
Orbital gap (alpha / beta): 3.0887 / 8.1018 eV
Charge: -2
Electronic energy: -134444.878 eV
<S²>: 0.75
LUMO (alpha / beta): 0.1414 / 0.1410 hartree
2S+1: 2

Atomic partial charges in e from the Mulliken method, atoms 1 to 6: atom 1 (As): 1.63, atom 2 (F): -0.61, atom 3 (F): -0.43, atom 4 (F): -0.78, atom 5 (F): -0.63, atom 6 (F): -0.53



2.
C2H3N3O3 | ωB97M-V/def2-TZVPD

Atoms and positions in Å:
O -2.65 0.30 -0.21
N -1.75 -0.68 -0.03
C -0.54 -0.34 0.05
O 0.45 -1.16 0.42
N 1.69 -1.04 -0.29
C 2.01 0.22 -0.28
N 1.20 1.17 0.33
O -0.15 0.97 0.02
H -2.42 1.13 0.14
H 2.98 0.59 -0.60
H 1.41 2.08 -0.03

## Properties
Energy above the lowest of the compared OMol25 structures with the same formula, charge and spin: 107.07 kcal/mol
Orbital gap: 9.7022 eV
Charge: 0
Electronic energy: -12729.315 eV
LUMO: 0.0132 hartree

Atomic partial charges in e from the Mulliken method, atoms 1 to 6: atom 1 (O): -0.31, atom 2 (N): -0.34, atom 3 (C): 0.70, atom 4 (O): -0.21, atom 5 (N): -0.35, atom 6 (C): 0.06